[1]
One molecule with the formula C3H3N3O. Source: the OMol25 dataset; level of theory: the ωB97M-V functional and the def2-TZVPD basis.

```
10
Properties=species:S:1:pos:R:3:forces:R:3:mulliken_charge:R:1
O -1.758 1.646 1.946 0.0980 -0.2902 -0.4858 -0.453
C -1.557 1.296 0.815 -0.1729 0.2244 0.5172 0.113
N -0.471 0.435 0.472 0.0625 0.0893 -0.2659 -0.232
C 1.048 -2.046 0.278 0.3034 0.4324 -0.3923 -0.047
N 1.231 -1.190 -0.529 -0.2777 -0.2912 0.3614 -0.048
C 0.898 -0.120 -1.208 -0.0382 0.0262 -0.1518 -0.091
N -0.091 0.679 -0.709 0.0210 -0.1819 0.2538 -0.236
H -2.205 1.595 -0.030 0.1714 0.0080 -0.0166 0.356
H 1.594 -2.373 1.151 -0.1116 0.0472 0.0324 0.276
H 1.311 0.078 -2.185 -0.0559 -0.0643 0.1476 0.360
```
Forces are in eV/Å.

- Lowest unoccupied orbital energy: -0.0343 Ha
- ΔE to the lowest compared entry with this formula, charge and spin: 99.4 kcal per mole
- Orbital gap: 7.9 eV

---

[2]
C16H14BF5HgN6 as an isolated structure. Source: the OMol25 dataset; level of theory: the ωB97M-V functional and the def2-TZVPD basis.

```
43
Properties=species:S:1:pos:R:3:forces:R:3:mulliken_charge:R:1
H -0.098 -2.980 -0.563 -0.3595 0.2324 -0.0376 0.287
N -1.072 -1.112 -0.441 -0.4290 -0.3165 -0.1666 0.228
B -2.763 0.778 -0.325 1.3681 -0.9206 0.9136 0.180
N -2.391 -0.731 -0.487 0.8572 -0.3247 -0.1927 -0.177
C -3.171 -1.815 -0.658 0.0556 -0.0573 0.0012 -0.205
Hg 1.149 0.521 -0.790 -0.3168 -1.7990 1.6339 1.038
H -4.247 -1.685 -0.733 0.2844 -0.2006 0.0494 0.432
C -2.356 -2.935 -0.714 0.0690 0.0931 0.0271 -1.153
H -2.648 -3.963 -0.835 -0.1044 -0.0153 -0.0116 0.380
C -1.043 -2.436 -0.574 -0.7920 0.4490 0.0129 -0.082
H -3.940 0.973 -0.398 0.0419 0.1019 -0.1581 -0.126
C 2.077 2.223 0.238 0.9897 0.3676 0.7971 -1.266
H 3.101 1.782 0.448 -1.0415 0.8398 -0.3999 0.337
H 1.740 2.752 1.159 -0.1556 -0.8664 -0.6808 0.276
H 2.086 3.009 -0.571 0.1127 -0.9589 0.4827 0.354
N -1.948 1.537 -1.411 1.4769 -0.0072 -0.4707 -0.285
N -2.163 1.214 1.036 0.7147 -0.0420 0.4147 -0.129
N -0.562 1.412 -1.593 -0.9807 2.3319 -2.1240 -0.025
N -0.816 1.049 1.256 -0.5719 0.6901 0.3715 0.304
C -2.424 2.349 -2.371 0.5500 -0.6627 0.4457 -0.031
C -2.771 1.681 2.145 0.9371 -0.2092 0.5743 -0.254
H -3.476 2.530 -2.500 -0.1165 -0.0352 0.3145 0.447
H -3.841 1.804 2.153 -0.0099 0.1321 0.0930 0.433
C -1.387 2.774 -3.160 0.3057 0.6796 -1.1519 -1.046
C -1.796 1.838 3.141 -0.0241 -0.4527 -1.4804 -1.185
C -0.245 2.183 -2.664 -0.7117 -0.4973 0.7179 -0.010
C -0.586 1.442 2.508 -1.1590 0.0888 -0.1149 -0.273
H -1.442 3.391 -4.045 -0.0803 -0.0067 0.1866 0.385
H -1.922 2.131 4.151 -0.1698 0.2941 0.5583 0.429
H 0.774 2.242 -3.040 -0.2746 -0.0341 0.1958 0.410
H 0.417 1.443 2.923 -0.2278 -0.1018 -0.1638 0.466
H 1.307 -0.355 -2.241 -0.4882 -0.4409 0.6435 -0.045
F 2.136 -0.219 2.474 0.6446 -0.7176 -1.3265 -0.198
C 2.609 -1.111 1.548 0.5781 0.5741 1.2574 0.617
C 2.200 -1.125 0.221 -0.0745 0.6249 -0.8087 -0.527
C 2.618 -2.222 -0.517 0.4131 -0.8122 -1.4294 0.070
F 2.155 -2.570 -1.761 0.2817 1.0423 1.0325 -0.354
C 3.625 -3.089 -0.091 -0.0361 -0.2215 -0.2209 0.318
F 4.101 -4.019 -0.934 -0.3241 0.2881 0.4329 -0.290
C 4.151 -2.975 1.179 0.0056 -0.2037 0.0411 0.685
F 5.115 -3.826 1.592 -0.7955 0.8834 -0.1776 -0.283
C 3.611 -1.994 2.007 0.1493 0.0167 0.2523 0.157
F 4.136 -1.896 3.240 -0.5918 0.1740 -0.3341 -0.286
```
Forces are in eV/Å.

- Lowest unoccupied orbital energy: -0.1091 Ha
- ΔE to the lowest compared entry with this formula, charge and spin: 127.0 kcal per mole
- Orbital gap: 5.5 eV

---

[3]
An isolated ion of composition C5H6N and charge +1. Source: the OMol25 dataset; level of theory: the ωB97M-V functional and the def2-TZVPD basis.

```
12
Properties=species:S:1:pos:R:3:forces:R:3:mulliken_charge:R:1
C -1.504 1.177 -0.471 1.8561 -1.1672 0.2546 0.217
C -2.055 2.287 -0.711 -0.7743 1.6836 -0.3693 -0.172
C -1.139 -0.144 -0.086 -1.4211 -4.5949 -1.2691 -0.362
C -0.131 0.585 -0.935 -0.5687 0.7865 0.9008 -0.298
C 0.259 0.171 0.474 -0.9138 1.5601 1.0496 -0.298
N 1.278 -0.947 0.606 -0.8833 1.8966 2.8170 -0.218
H -1.911 -1.198 -0.235 2.8433 3.3385 0.6278 0.302
H 0.364 0.829 -1.898 -0.5331 -0.8150 0.7674 0.426
H 0.280 0.871 1.356 0.3772 -0.6610 -1.1127 0.363
H 2.129 -0.723 0.191 1.9714 0.7518 -1.4013 0.326
H 0.865 -1.668 0.135 -0.9539 -3.1450 -1.5342 0.338
H 1.564 -1.239 1.575 -0.9999 0.3659 -0.7306 0.377
```
Forces are in eV/Å.

- Lowest unoccupied orbital energy: -0.1652 Ha
- ΔE to the lowest compared entry with this formula, charge and spin: 182.7 kcal per mole
- Charge: +1
- Orbital gap: 9.3 eV